Record 1
Molecular formula: C33H37ClCuO2Si2
Method: DFT, ωB97M-V with the def2-TZVPD basis set

Results
**<S²>**: 0.755
**Spin multiplicity**: 2
**LUMO (alpha / beta)**: 0.45 / -0.01 eV
**Frontier orbital gap (alpha / beta)**: 5.3 / 6.5 eV

Positions of all 76 atoms, in Å:
C  -1.471  -0.400  1.104
C  -2.001  0.091  -0.118
C  -1.541  -0.751  -1.187
H  -2.694  0.922  -0.233
C  -0.676  -1.768  -0.584
C  -0.658  -1.528  0.825
H  -0.181  -2.167  1.570
H  -1.718  -0.029  2.102
H  -1.924  -0.795  -2.207
H  -0.322  -2.657  -1.109
Cu  0.368  -0.094  -1.174
Si  0.889  0.297  -3.978
C  0.046  1.923  -4.175
C  0.587  3.059  -4.812
H  1.617  3.048  -5.180
C  -0.215  4.176  -5.048
H  0.183  5.007  -5.638
C  -1.519  4.231  -4.554
H  -2.143  5.108  -4.739
C  -2.028  3.151  -3.820
H  -3.036  3.190  -3.405
C  -1.253  2.007  -3.638
H  -1.662  1.163  -3.070
C  -0.010  -1.270  -4.397
C  -1.216  -1.317  -5.122
H  -1.687  -0.394  -5.475
C  -1.792  -2.553  -5.431
H  -2.694  -2.584  -6.050
C  -1.210  -3.743  -4.991
H  -1.630  -4.709  -5.290
C  -0.058  -3.701  -4.201
H  0.403  -4.625  -3.843
C  0.545  -2.475  -3.918
H  1.476  -2.453  -3.348
H  1.334  0.220  -2.539
Si  2.202  0.292  -6.836
C  1.528  -1.305  -7.487
C  0.802  -1.271  -8.697
H  0.527  -0.313  -9.144
C  0.448  -2.454  -9.351
H  -0.083  -2.397  -10.303
C  0.780  -3.690  -8.788
H  0.502  -4.617  -9.295
C  1.477  -3.733  -7.574
H  1.728  -4.695  -7.123
C  1.860  -2.554  -6.933
H  2.408  -2.591  -5.989
C  1.160  1.625  -7.631
C  -0.247  1.659  -7.625
H  -0.815  0.917  -7.056
C  -0.924  2.664  -8.328
H  -2.014  2.721  -8.264
C  -0.216  3.578  -9.116
H  -0.751  4.354  -9.671
C  1.181  3.488  -9.201
H  1.735  4.163  -9.853
C  1.865  2.532  -8.451
H  2.954  2.449  -8.507
H  3.608  0.418  -7.326
Cl  2.907  0.364  -4.681
C  2.478  -1.362  0.961
O  2.044  -0.244  0.174
C  2.625  0.988  0.646
C  2.110  2.119  -0.223
O  0.692  1.966  -0.504
C  -0.102  2.601  0.521
H  2.076  -1.288  1.985
H  2.096  -2.265  0.481
H  3.577  -1.375  0.995
H  2.340  1.144  1.701
H  3.723  0.914  0.573
H  2.280  3.075  0.293
H  2.611  2.091  -1.203
H  0.030  2.096  1.496
H  0.217  3.651  0.608
H  -1.148  2.550  0.204

Record 2
Molecular formula: CH4IO
Method: DFT, ωB97M-V with the def2-TZVPD basis set

Results
**<S²>**: 0.753
**Spin multiplicity**: 2
**LUMO (alpha / beta)**: 0.82 / -3.71 eV
**Frontier orbital gap (alpha / beta)**: 11.3 / 6.7 eV

Positions of all 7 atoms, in Å:
I  0.093  3.016  -1.202
C  -0.273  -0.664  0.189
O  1.121  -0.329  0.341
H  -0.595  -1.104  -0.755
H  -0.378  -1.541  0.828
H  -1.024  0.038  0.550
H  1.056  0.583  0.050

Record 3
Molecular formula: C20H45BrInNO6P
Method: DFT, ωB97M-V with the def2-TZVPD basis set

Results
**Spin multiplicity**: 1
**LUMO**: 2.42 eV
**Frontier orbital gap**: 8.2 eV
**Net charge**: -1

Positions of all 75 atoms, in Å:
C  -0.647  -0.218  2.245
C  0.867  0.447  2.491
O  1.707  -0.652  2.990
P  3.374  -0.191  3.176
O  3.870  -0.891  4.542
C  4.456  -1.007  1.793
C  3.378  -1.427  0.593
In  4.352  -1.495  -1.482
C  2.640  -1.435  -3.030
C  1.229  -1.056  -2.232
O  0.740  0.188  -2.127
Br  0.217  -2.568  -1.321
O  5.365  -3.317  -1.806
N  6.082  -3.658  -0.689
O  7.066  -2.908  -0.605
O  3.660  1.511  3.387
C  3.724  2.244  2.118
C  2.504  3.376  1.946
H  -1.325  0.473  1.564
H  -1.225  -0.301  3.283
H  -0.595  -1.306  1.802
H  1.220  0.870  1.456
H  0.724  1.314  3.285
H  5.178  -0.150  1.388
H  5.068  -1.920  2.198
H  2.531  -0.591  0.507
H  2.820  -2.450  0.824
H  5.365  -0.042  -1.845
H  2.882  -0.660  -3.905
H  2.466  -2.528  -3.457
H  3.673  1.588  1.152
H  4.735  2.877  2.125
H  1.683  3.285  2.780
H  3.000  4.450  1.917
H  2.021  3.226  0.864
C  -4.148  -7.850  -1.625
C  -4.598  -6.897  -0.528
C  -4.588  -5.429  -0.963
C  -3.214  -4.868  -1.346
C  -2.141  -4.961  -0.259
C  -2.483  -4.168  0.992
H  -3.112  -7.664  -1.924
H  -4.209  -8.885  -1.272
H  -4.786  -7.757  -2.509
H  -3.975  -7.039  0.360
H  -5.620  -7.165  -0.233
H  -5.018  -4.823  -0.157
H  -5.262  -5.309  -1.821
H  -3.340  -3.815  -1.631
H  -2.850  -5.379  -2.245
H  -1.199  -4.576  -0.668
H  -1.954  -6.008  0.007
H  -2.631  -3.110  0.754
H  -1.666  -4.240  1.718
H  -3.388  -4.545  1.475
C  -2.874  6.073  -2.614
C  -2.202  6.973  -1.589
C  -0.689  6.756  -1.494
C  -0.255  5.356  -1.042
C  -0.801  4.907  0.315
C  -0.339  5.783  1.469
H  -2.769  5.015  -2.355
H  -3.945  6.296  -2.665
H  -2.448  6.230  -3.610
H  -2.672  6.831  -0.611
H  -2.385  8.017  -1.870
H  -0.270  7.506  -0.813
H  -0.240  6.956  -2.475
H  0.842  5.330  -1.009
H  -0.549  4.621  -1.800
H  -0.463  3.880  0.502
H  -1.896  4.870  0.296
H  0.754  5.799  1.533
H  -0.728  5.395  2.416
H  -0.695  6.812  1.363

Record 4
Molecular formula: CH5N3O2S
Method: DFT, ωB97M-V with the def2-TZVPD basis set

Results
**Spin multiplicity**: 1
**LUMO**: -0.29 eV
**Frontier orbital gap**: 9.1 eV

Positions of all 12 atoms, in Å:
C  0.232  -0.070  -0.362
N  0.888  0.540  0.662
N  -1.051  -0.508  0.106
N  0.454  -0.164  -1.595
O  -2.778  -1.387  -2.820
O  -1.216  -3.247  -2.279
S  -1.447  -1.942  -2.816
H  0.692  0.296  1.642
H  1.510  1.307  0.584
H  -1.638  0.147  0.555
H  -1.536  -1.141  -0.506
H  1.310  0.135  -2.162

Record 5
Molecular formula: C24H72N9O6P3S3
Method: DFT, ωB97M-V with the def2-TZVPD basis set

Results
**Spin multiplicity**: 1
**LUMO**: 0.07 eV
**Frontier orbital gap**: 7.8 eV

Positions of all 117 atoms, in Å:
O  -5.234  1.479  0.686
P  -4.921  1.943  -0.695
N  -5.633  0.999  -1.909
C  -6.032  -0.368  -1.603
C  -6.012  1.517  -3.228
N  -3.292  2.032  -1.169
C  -2.419  1.011  -0.630
C  -2.944  2.616  -2.445
N  -5.509  3.517  -0.991
C  -6.952  3.641  -0.778
C  -4.720  4.607  -0.435
H  -5.977  -1.053  -2.449
H  -6.935  -0.519  -1.007
H  -5.261  -0.786  -0.944
H  -7.101  1.537  -3.294
H  -5.640  0.834  -3.998
H  -5.504  2.461  -3.390
H  -2.795  -0.016  -0.638
H  -1.454  0.983  -1.138
H  -2.155  1.275  0.398
H  -1.865  2.769  -2.507
H  -3.143  2.037  -3.360
H  -3.466  3.555  -2.630
H  -7.184  3.591  0.288
H  -7.253  4.536  -1.322
H  -7.461  2.807  -1.263
H  -3.651  4.519  -0.595
H  -4.916  4.602  0.650
H  -5.105  5.569  -0.781
O  5.315  3.836  0.673
P  6.651  3.292  0.304
N  6.739  1.648  0.265
C  6.092  0.996  -0.865
C  6.766  0.954  1.581
N  7.922  3.707  1.354
C  7.797  4.834  2.296
C  9.231  3.095  1.330
N  7.166  3.803  -1.210
C  8.268  3.158  -1.918
C  6.750  5.127  -1.646
H  6.388  -0.058  -0.783
H  6.496  1.216  -1.853
H  5.005  1.053  -0.827
H  6.286  1.627  2.290
H  7.827  0.784  1.762
H  6.260  -0.009  1.569
H  8.727  4.959  2.844
H  7.480  5.743  1.788
H  7.047  4.545  3.037
H  10.012  3.783  0.979
H  9.650  2.861  2.319
H  9.317  2.160  0.780
H  9.063  3.850  -2.191
H  8.554  2.297  -1.319
H  7.877  2.707  -2.840
H  5.678  5.143  -1.852
H  7.215  5.434  -2.584
H  6.962  5.899  -0.902
O  -3.753  -3.518  5.160
P  -3.704  -2.866  3.842
N  -5.175  -3.045  3.002
C  -6.097  -4.155  3.224
C  -5.542  -2.204  1.827
N  -2.547  -3.562  2.817
C  -1.143  -3.506  3.188
C  -2.955  -4.777  2.104
N  -3.543  -1.197  3.800
C  -2.890  -0.334  2.831
C  -4.250  -0.449  4.811
H  -6.439  -4.150  4.262
H  -5.558  -5.061  2.915
H  -7.014  -4.194  2.634
H  -6.069  -2.782  1.072
H  -4.616  -1.921  1.317
H  -6.020  -1.301  2.200
H  -1.001  -4.042  4.135
H  -0.472  -3.943  2.450
H  -0.880  -2.459  3.357
H  -3.803  -4.668  1.428
H  -2.093  -5.096  1.519
H  -3.226  -5.563  2.816
H  -2.670  -0.939  1.949
H  -3.344  0.618  2.557
H  -1.906  -0.015  3.205
H  -3.526  0.012  5.496
H  -4.889  -1.068  5.446
H  -4.907  0.339  4.433
C  -1.674  -4.754  -2.886
S  -2.965  -3.574  -2.394
O  -2.221  -2.372  -1.894
C  -3.460  -3.176  -4.080
H  -0.722  -4.284  -3.123
H  -1.999  -5.336  -3.750
H  -1.543  -5.491  -2.093
H  -3.731  -4.074  -4.638
H  -2.746  -2.616  -4.693
H  -4.314  -2.497  -4.174
C  2.770  0.329  0.748
S  1.649  -0.939  1.496
O  0.787  -0.169  2.463
C  0.586  -1.086  0.036
H  3.090  -0.002  -0.240
H  3.617  0.534  1.396
H  2.170  1.230  0.616
H  0.327  -0.069  -0.252
H  -0.254  -1.737  0.267
H  1.104  -1.530  -0.819
C  3.304  -3.587  -2.417
S  4.510  -2.329  -1.961
O  4.770  -2.628  -0.514
C  5.790  -3.000  -3.010
H  2.388  -3.352  -1.870
H  3.558  -4.589  -2.057
H  3.074  -3.764  -3.468
H  6.663  -2.353  -3.091
H  5.462  -3.114  -4.043
H  6.032  -3.961  -2.553

Record 6
Molecular formula: C3H4NS3
Method: DFT, ωB97M-V with the def2-TZVPD basis set

Results
**Spin multiplicity**: 1
**LUMO**: 3.22 eV
**Frontier orbital gap**: 7.3 eV
**Net charge**: -1
**Structure (SMILES)**: CC(=S)/N=C(\[S-])S

Positions of all 11 atoms, in Å:
C  -0.693  1.441  0.259
C  1.634  0.912  0.332
C  -1.207  -0.013  0.475
N  0.538  1.679  0.104
S  -1.799  2.659  0.247
S  1.969  -0.300  1.391
S  3.022  1.500  -0.762
H  -2.238  0.123  0.092
H  -0.658  -0.683  -0.196
H  -1.282  -0.362  1.554
H  3.993  1.596  0.224

Record 7
Molecular formula: C2H4F2Si
Method: DFT, ωB97M-V with the def2-TZVPD basis set

Results
**<S²>**: 2.015
**Spin multiplicity**: 3
**LUMO (alpha / beta)**: 0.88 / -1.35 eV
**Frontier orbital gap (alpha / beta)**: 9.2 / 9.0 eV

Positions of all 9 atoms, in Å:
C  -1.089  1.705  0.956
C  -0.622  0.631  1.547
F  -0.112  -2.399  -1.212
F  0.972  -0.397  -1.923
Si  1.143  -1.494  -0.811
H  -1.636  2.476  1.408
H  -1.146  1.765  -0.230
H  0.057  0.000  0.926
H  2.433  -2.287  -0.661

Record 8
Molecular formula: C4H8S
Method: DFT, ωB97M-V with the def2-TZVPD basis set

Results
**Spin multiplicity**: 1
**LUMO**: -0.08 eV
**Frontier orbital gap**: 8.7 eV

Positions of all 13 atoms, in Å:
C  -1.453  -1.252  0.146
C  -1.206  0.210  -0.323
C  -0.434  1.387  0.532
C  0.134  0.740  -0.640
H  -2.215  -0.932  1.045
H  -1.746  -1.923  -0.706
H  -0.638  -1.420  0.818
H  -1.702  0.599  -1.198
H  -0.851  2.321  0.819
H  -0.146  0.528  1.438
H  0.370  1.488  -1.196
H  1.905  0.063  1.627
S  1.424  -0.452  -0.059

Record 9
Molecular formula: C25H33N2O3
Method: DFT, ωB97M-V with the def2-TZVPD basis set

Results
**Spin multiplicity**: 1
**LUMO**: -2.64 eV
**Frontier orbital gap**: 7.9 eV
**Net charge**: +1
**Structure (SMILES)**: CC[NH+](CC)CCOC(=O)c1ccc(NC(=O)C2(c3ccccc3)CCCC2)cc1

Positions of all 63 atoms, in Å:
C  4.682  3.616  -2.107
C  5.495  2.742  -1.165
N  5.770  1.402  -1.744
C  6.122  0.389  -0.713
H  7.169  0.103  -0.820
H  5.991  0.820  0.282
C  5.251  -0.866  -0.817
H  5.236  -1.245  -1.845
H  5.653  -1.636  -0.156
O  3.914  -0.674  -0.369
C  3.029  -0.110  -1.211
O  3.402  0.462  -2.238
C  1.651  -0.218  -0.794
C  1.286  -0.881  0.386
C  -0.032  -0.973  0.760
C  -1.035  -0.407  -0.042
C  -0.668  0.254  -1.226
C  0.648  0.350  -1.595
H  0.930  0.856  -2.506
H  -1.435  0.690  -1.850
N  -2.369  -0.466  0.277
C  -2.974  -1.035  1.389
O  -2.353  -1.603  2.250
C  -4.495  -0.928  1.353
C  -5.027  -1.149  2.760
C  -6.069  -2.011  3.065
C  -6.533  -2.125  4.365
C  -5.965  -1.378  5.380
C  -4.936  -0.501  5.084
C  -4.478  -0.383  3.785
H  -3.680  0.311  3.566
H  -4.490  0.097  5.865
H  -6.325  -1.472  6.393
H  -7.344  -2.804  4.582
H  -6.546  -2.602  2.299
C  -4.977  -1.952  0.294
C  -6.127  -1.258  -0.431
C  -5.647  0.185  -0.533
H  -4.907  0.276  -1.334
H  -6.455  0.882  -0.749
C  -5.025  0.443  0.842
H  -5.804  0.781  1.528
H  -4.256  1.217  0.829
H  -7.034  -1.301  0.172
H  -6.334  -1.706  -1.402
H  -4.173  -2.160  -0.418
H  -5.257  -2.902  0.742
H  -2.993  -0.044  -0.398
H  -0.309  -1.482  1.667
H  2.051  -1.324  1.003
C  6.758  1.469  -2.846
C  6.788  0.199  -3.680
H  5.794  -0.036  -4.055
H  7.438  0.355  -4.536
H  7.175  -0.651  -3.125
H  6.478  2.302  -3.490
H  7.743  1.678  -2.420
H  4.827  1.057  -2.153
H  4.918  2.597  -0.249
H  6.445  3.218  -0.907
H  3.800  3.082  -2.453
H  4.352  4.502  -1.571
H  5.255  3.950  -2.967

Record 10
Molecular formula: C6H10O
Method: DFT, ωB97M-V with the def2-TZVPD basis set

Results
**Spin multiplicity**: 1
**LUMO**: 1.05 eV
**Frontier orbital gap**: 9.8 eV
**Structure (SMILES)**: C=CC/C=C\CO

Positions of all 17 atoms, in Å:
C  -2.259  0.017  0.175
C  -1.148  -0.387  0.825
C  -0.188  -1.387  0.244
C  1.296  -1.086  0.158
C  1.859  0.093  -0.096
C  1.129  1.405  -0.273
O  -0.153  1.448  0.298
H  -3.018  0.605  0.677
H  -2.508  -0.404  -0.794
H  -1.005  1.199  -0.206
H  -0.953  -0.088  1.854
H  -0.540  -1.654  -0.761
H  -0.323  -2.282  0.862
H  1.945  -1.960  0.234
H  2.946  0.143  -0.197
H  1.719  2.194  0.216
H  1.092  1.647  -1.341

Results for E_tot: -111830.457; -11248.476; -119745.569; -20517.967; -112123.688; -37172.608; -15448.987; -15106.981; -35578.925; -8428.896 (in eV, following the order of the records).
Results for energy relative to the best compared isomer or geometry (same formula, charge and spin): 169.1; 16.5; 636.8; 42.3; 218.2; 3.0; 0.0; 521.5; 0.0; 226.2 (in kJ/mol, following the order of the records).
Results for max |F|: 2.41; 2.72; 8.51; 2.83; 2.15; 5.30; 2.43; 8.30; 0.73; 2.30 (in eV/A, following the order of the records).